(1)
{"formula": "C2H6NO3P", "method": "ωB97M-V/def2-TZVPD", "species": ["C", "C", "N", "O", "O", "O", "P", "H", "H", "H", "H", "H", "H"], "positions_angstrom": [[-1.173, 1.218, 1.003], [0.898, -1.641, -0.918], [-0.793, 0.244, 0.124], [1.178, 1.190, -1.060], [-1.768, -0.241, -0.809], [1.676, 0.073, 1.197], [1.028, 0.039, -0.178], [-1.672, 2.112, 0.605], [-0.380, 1.795, 1.435], [-1.657, 0.871, 1.860], [1.263, -2.277, -0.216], [-0.156, -1.664, -1.248], [1.557, -1.720, -1.795]], "relative_energy_kcal_mol": 115.7, "lumo_energy_ha": [-0.139, -0.139], "orbital_gap_ev": [6.64, 6.65], "largest_force_ev_per_a": 9.400, "e_homo_ev": [-10.4211, -10.4236]}

(2)
{"formula": "C18H24N4O3S2", "method": "ωB97M-V/def2-TZVPD", "species": ["C", "H", "H", "H", "C", "C", "H", "H", "C", "N", "C", "O", "C", "C", "C", "N", "S", "O", "O", "C", "C", "C", "C", "C", "N", "S", "N", "C", "H", "H", "H", "C", "C", "H", "H", "H", "H", "H", "H", "H", "H", "H", "C", "C", "H", "H", "H", "H", "H", "H", "H"], "positions_angstrom": [[4.811, -3.194, 0.208], [4.002, -3.898, 0.027], [5.570, -3.690, 0.809], [5.252, -2.925, -0.750], [4.287, -1.953, 0.924], [3.230, -1.236, 0.083], [3.658, -0.903, -0.863], [2.410, -1.922, -0.139], [2.674, -0.026, 0.839], [2.115, -0.448, 2.104], [0.812, -0.504, 2.462], [0.465, -0.947, 3.543], [-0.201, 0.074, 1.480], [-1.585, -0.545, 1.699], [-2.651, 0.301, 0.983], [-2.064, 1.188, -0.004], [-1.514, 0.440, -1.394], [-0.187, 0.894, -1.724], [-1.744, -0.972, -1.347], [-2.622, 1.152, -2.609], [-2.143, 1.877, -3.663], [-3.005, 2.429, -4.634], [-4.361, 2.257, -4.565], [-4.885, 1.517, -3.491], [-6.164, 1.238, -3.235], [-6.240, 0.370, -1.890], [-4.674, 0.299, -1.549], [-4.005, 0.958, -2.494], [-5.031, 2.668, -5.303], [-2.575, 2.992, -5.447], [-1.076, 2.015, -3.738], [-1.180, 2.182, 0.566], [-0.305, 1.590, 1.685], [-0.753, 1.774, 2.663], [0.681, 2.056, 1.672], [-0.560, 2.549, -0.252], [-1.791, 3.010, 0.943], [-3.361, -0.329, 0.450], [-3.198, 0.933, 1.688], [-1.785, -0.598, 2.770], [-1.585, -1.559, 1.299], [0.105, -0.136, 0.454], [3.105, -1.073, 2.961], [3.681, -2.314, 2.282], [4.437, -2.763, 2.927], [2.880, -3.042, 2.139], [2.612, -1.336, 3.898], [3.903, -0.350, 3.164], [1.940, 0.491, 0.224], [3.491, 0.675, 1.053], [5.125, -1.264, 1.090]], "relative_energy_kcal_mol": 30.4, "lumo_energy_ha": -0.038, "orbital_gap_ev": 7.88, "largest_force_ev_per_a": 1.337, "e_homo_ev": -8.9205}

(3)
{"formula": "C5H13AlO3", "method": "ωB97M-V/def2-TZVPD", "species": ["C", "O", "C", "C", "O", "C", "H", "H", "H", "H", "H", "H", "H", "H", "H", "Al", "O", "H", "C", "H", "H", "H"], "positions_angstrom": [[-1.199, 0.510, 0.778], [-0.536, -0.321, -0.105], [-0.255, 0.236, -1.370], [1.030, -0.347, -1.899], [0.975, -1.750, -1.863], [2.081, -2.363, -2.475], [-1.978, -0.127, 1.222], [-1.719, 1.384, 0.351], [-0.133, 1.332, -1.292], [-1.088, 0.022, -2.063], [1.878, 0.021, -1.292], [1.176, 0.007, -2.936], [3.025, -2.064, -1.988], [1.958, -3.449, -2.379], [2.139, -2.102, -3.546], [0.804, 1.096, 1.486], [-0.636, 0.827, 2.674], [-0.197, 0.057, 3.086], [-1.649, 1.609, 3.313], [-1.457, 1.613, 4.389], [-1.608, 2.622, 2.900], [-2.612, 1.186, 3.009]], "relative_energy_kcal_mol": 120.6, "charge": 2, "lumo_energy_ha": [-0.429, -0.429], "orbital_gap_ev": [4.60, 4.60], "largest_force_ev_per_a": 7.152, "e_homo_ev": [-16.2708, -16.2703]}

(4)
{"formula": "C2H5O4PS", "method": "ωB97M-V/def2-TZVPD", "species": ["C", "C", "O", "O", "O", "O", "P", "S", "H", "H", "H", "H", "H"], "positions_angstrom": [[0.089, 1.322, -0.393], [1.089, 0.459, 0.281], [1.481, -1.260, -1.771], [-0.727, -1.382, -0.482], [1.279, -2.345, 0.537], [2.016, 0.981, 0.964], [0.871, -1.283, -0.401], [-1.866, 0.171, 1.711], [0.005, 0.659, -1.265], [-0.711, 1.138, 0.266], [0.528, 2.378, -0.582], [-1.147, -1.250, 0.382], [-2.907, 0.412, 0.753]], "relative_energy_kcal_mol": 16.2, "charge": -2, "lumo_energy_ha": 0.231, "orbital_gap_ev": 6.64, "largest_force_ev_per_a": 3.768, "e_homo_ev": -0.3642}

(5)
{"formula": "H4OS2", "method": "ωB97M-V/def2-TZVPD", "species": ["O", "H", "H", "S", "S", "H", "H"], "positions_angstrom": [[-3.045, 2.720, -2.657], [-2.316, 3.251, -2.263], [-3.618, 2.480, -1.894], [1.892, -1.029, 1.599], [3.035, -2.699, 1.112], [0.696, -1.639, 1.739], [3.356, -3.085, 2.365]], "relative_energy_kcal_mol": 3.7, "lumo_energy_ha": 0.008, "orbital_gap_ev": 9.99, "largest_force_ev_per_a": 1.240, "e_homo_ev": -9.7637}

Calculated values (g mol⁻¹) of molar mass for the records, taken in order: 123.05; 408.55; 148.14; 156.10; 84.16.